Record 1
C33H67BrClO15PS | ωB97M-V with the def2-TZVPD basis set

The geometry in XYZ format:
```
119
Properties=species:S:1:pos:R:3:forces:R:3
H 3.1695 4.2571 -0.5916 -0.035 0.008 0.149
C -8.4043 -8.8482 -0.1981 -0.133 0.397 0.439
Cl 0.3141 0.6043 -5.3580 0.896 0.048 0.529
H -4.5658 3.5587 -2.3419 0.073 0.052 -0.083
H 4.9997 1.7271 9.9641 -0.021 0.120 0.025
H 3.4418 4.0130 5.5352 -0.086 0.101 -0.049
C -0.0359 -4.3946 -3.8906 1.119 0.600 -2.356
H 6.4086 7.5979 -1.1317 0.002 -0.013 -0.051
O 6.2738 0.9330 8.5424 -0.172 0.364 -0.047
H 4.4398 4.6171 0.6174 -0.053 0.008 -0.024
C 4.2173 4.0966 -0.3176 -0.001 -0.132 -0.106
H -10.0020 -5.4658 -1.4473 -0.085 0.015 0.082
H 3.7461 3.9280 3.7893 0.005 0.049 -0.032
H -2.7704 2.6374 -0.9968 0.048 0.098 0.049
H -4.7099 -7.9283 -4.3839 -0.228 1.198 -1.284
H -1.7429 -7.0375 -2.8061 0.350 1.663 -0.687
H 8.7902 3.0777 6.2345 0.083 -0.056 0.068
H -2.1983 -5.5040 -5.4825 -0.678 -0.784 0.911
C 0.5389 -4.0026 -5.1409 -0.685 1.118 2.006
H -7.0562 -7.2187 -4.4717 1.106 1.378 -0.517
C 5.0959 5.9452 -1.4999 0.451 -0.316 -0.270
H -10.2263 -10.8485 -0.4082 -0.040 -0.025 -0.116
H -7.6563 -8.9698 0.5917 0.038 0.008 -0.041
H 7.2603 6.0662 -1.3826 -0.090 -0.072 0.014
H 5.7961 1.8909 5.3553 -0.004 -0.053 -0.003
C 1.8328 5.5184 3.0935 -0.485 -0.214 0.287
C 6.3841 1.8171 6.2761 -0.454 0.390 0.104
O 6.4160 6.3824 0.4992 0.141 -0.296 -0.216
H 8.3192 2.4775 7.8543 -0.003 -0.025 -0.052
H -7.2424 -7.3204 -1.1493 0.017 0.001 0.049
C 1.8164 0.8868 -4.3495 0.870 1.349 0.843
C -1.7046 -6.0102 -3.3295 -2.249 -1.684 0.435
H -2.5784 4.1102 1.7056 -0.069 0.008 -0.086
C 1.6405 2.2507 2.6197 0.167 0.031 -0.074
H 0.6923 1.8415 2.2563 -0.047 -0.061 0.140
H 1.0946 2.9556 -3.7158 0.631 -1.605 0.582
O -4.3302 3.8391 -0.3069 0.324 0.031 -0.230
C 1.4308 1.9701 -3.2202 -0.238 -0.015 -0.734
C 0.9782 -2.2480 -2.6210 -0.770 0.866 -2.995
C -2.0395 6.0694 0.4050 0.160 -0.013 -0.139
C 3.3896 4.5716 4.5983 -0.076 0.032 0.180
O -1.5449 4.7934 0.0247 -0.327 0.068 0.227
H -11.5539 -9.7620 0.0483 0.126 0.025 0.057
C -6.3561 -6.4149 -4.9097 -0.020 -0.324 -0.324
H -1.3508 3.0309 1.0246 -0.026 -0.045 0.011
H 5.1674 0.2082 6.9977 -0.028 0.030 -0.042
H -2.2049 -5.2802 -2.6150 0.876 -0.570 -1.107
H 7.2649 1.2018 6.0641 -0.047 0.004 0.113
H -10.6144 -9.4196 -1.4157 0.051 -0.033 -0.010
C -3.1990 3.0073 -0.0592 -0.276 0.186 0.475
H 3.4141 -0.6609 -4.4419 -1.232 0.203 0.853
H 4.0334 5.4530 4.6831 0.108 -0.079 -0.047
H -4.5094 -7.1111 -6.1017 -0.450 0.052 1.482
H 8.3154 5.6040 0.7463 0.042 -0.113 -0.024
H 0.1888 4.1778 2.6289 0.082 0.019 0.075
C -10.2801 -6.5137 -1.6006 0.015 -0.014 -0.192
C -4.8345 -6.9706 -5.0157 -1.074 0.741 0.902
C 1.1300 4.5178 2.1846 0.531 0.306 -0.300
H -0.2867 -2.4094 0.0634 0.542 -0.978 0.427
H -8.2190 -9.6143 -0.9582 -0.051 0.093 -0.040
C 5.5201 1.1801 7.3574 0.485 -0.360 -0.073
H 4.2154 6.3998 -1.0333 0.092 -0.018 0.070
H -3.5583 2.1440 0.5100 0.057 -0.017 -0.004
C -2.5995 -6.1912 -4.6678 0.432 -0.436 0.523
H 0.8954 5.0096 1.2353 -0.081 0.001 0.029
C -0.2927 -3.1870 -2.8782 -1.150 0.177 1.061
H -2.5109 -7.2919 -5.0036 0.179 1.745 0.347
C 6.0050 1.8858 9.5610 0.107 -0.159 0.045
P 1.6042 -1.9026 -0.8757 0.294 -2.012 0.647
C 2.5155 -0.4540 -3.7674 0.027 -0.615 -1.279
H 2.9417 -0.2365 -2.7251 -0.948 -0.506 -1.388
H -10.7898 -6.8957 -0.7122 0.047 0.029 0.015
O -1.4118 -2.9157 -2.3719 4.034 -1.151 -1.548
H -1.6688 6.3313 1.4015 -0.100 0.068 0.052
H -3.3845 4.8248 -1.8867 0.007 -0.057 -0.006
O -4.0107 -5.9487 -4.3648 1.316 -0.974 -1.073
C 7.2700 5.3263 0.9146 -0.084 0.122 0.137
H 1.1877 6.3946 3.2156 0.004 0.009 -0.061
H 1.5706 2.4586 3.6903 -0.062 0.041 -0.012
H -10.9676 -6.5699 -2.4470 0.143 -0.027 0.016
H 6.7291 1.7381 10.3643 -0.042 -0.089 -0.103
C 1.2799 -2.5693 -5.1789 1.086 1.427 -2.035
H 4.3758 3.0269 -0.1655 0.004 0.089 -0.080
H -3.1318 6.0986 0.3947 0.010 -0.025 0.064
C -2.1490 3.7362 0.7702 0.256 -0.170 -0.547
H 0.2679 -4.2756 -7.7689 0.256 0.158 1.518
H -6.7777 -6.1437 -5.9356 0.697 -0.424 1.284
H 7.1198 5.1684 1.9843 -0.031 0.110 -0.075
H -8.4580 -6.6837 -0.0306 -0.059 -0.105 0.003
O 1.9791 3.4132 1.8781 -0.187 -0.118 0.290
O 1.7350 -2.0894 -6.2474 -1.581 -2.046 3.523
H 7.0434 4.3941 0.3911 0.032 0.023 -0.044
H 6.1006 2.9099 9.1917 -0.058 -0.008 -0.020
C 1.5786 -1.7389 -3.8222 -1.259 -1.389 2.934
O -0.3191 -5.7496 -3.6091 -0.575 2.713 -0.525
H 4.6423 1.7985 7.5720 0.091 0.060 -0.027
H -1.6664 6.8055 -0.3096 0.047 -0.125 0.027
C -8.2682 -7.4504 -0.7892 0.114 -0.384 -0.441
H 0.5390 1.6114 -2.6056 1.461 0.410 -0.683
O 5.0661 4.5255 -1.3734 -0.088 0.237 0.240
H 8.2755 4.2146 7.4968 -0.102 -0.057 -0.089
O -9.1265 -7.2794 -1.9152 -0.142 0.059 0.351
C 8.1086 3.2195 7.0796 -0.064 0.181 -0.027
O 6.7625 3.1463 6.6333 0.202 -0.332 0.101
C 6.3802 6.5243 -0.9196 -0.463 0.261 0.294
O -9.6811 -9.0301 0.4107 0.030 -0.085 -0.394
H 2.4237 1.5068 2.4619 -0.048 0.094 -0.075
O 2.0433 4.9755 4.3952 0.258 -0.092 -0.278
O 0.5969 -2.8516 0.1749 -0.127 2.743 -2.307
H 2.7767 5.8546 2.6507 -0.030 -0.101 -0.022
H 2.3610 2.1917 -2.5967 -1.360 -0.379 -0.616
H -5.1241 5.1137 -1.6930 0.029 -0.109 0.097
C -10.5572 -9.8051 -0.3948 -0.049 0.048 0.190
H 2.6013 1.4027 -5.0123 -1.400 -0.953 0.742
H -6.3983 -5.4450 -4.2918 0.221 -1.717 -0.741
H 5.0624 6.1694 -2.5710 0.001 0.063 0.015
Br 1.3352 0.2360 -0.2371 -0.588 -0.346 -0.130
C -4.3387 4.3579 -1.6288 -0.169 0.021 0.073
S 0.4976 -5.0711 -6.6497 0.207 0.358 0.778
```
Positions in Å, forces in eV/Å.

* structure (SMILES): CCOCCOC1=C(S)C(=O)C(C[C@H](C)Cl)=C(P(O)Br)C1=O.COCCOC.COCCOC.COCCOC.COCCOC.COCCOC
* charge: 0
* LUMO: -1.5 eV
* relative energy (zero: lowest compared OMol25 entry of this formula, charge and spin): 0.0 kJ/mol

---

Record 2
C33H68F3N2O16P3 | ωB97M-V with the def2-TZVPD basis set

The geometry in XYZ format:
```
125
Properties=species:S:1:pos:R:3:forces:R:3
H -1.9878 1.4797 1.7830 0.911 -1.676 0.553
H 5.9151 -8.2405 -2.1851 0.062 0.147 0.020
C -3.1513 -1.1396 1.2199 -3.832 0.024 -2.522
H -8.0293 6.8504 -0.9863 -0.067 -0.299 0.225
H -1.1573 1.1613 4.3122 0.973 -0.375 -1.705
C -4.7953 -0.8876 5.4270 -0.189 0.156 0.510
C 2.8952 0.2935 4.4461 -1.718 0.252 0.106
H 1.0922 -6.3367 -0.3113 0.055 -0.011 0.043
H 4.6237 -3.4428 2.6528 -0.863 0.243 1.624
H 7.3361 -10.3375 -0.0479 0.091 0.041 0.057
H 2.1218 -8.5611 -0.5286 0.201 -0.044 0.029
O 2.1281 6.7411 -5.2664 -1.904 2.447 1.662
C 3.2924 5.9299 -5.3865 1.011 -0.336 0.420
O -6.0673 3.3440 -1.0445 -0.585 -0.389 0.838
P -5.8274 4.2487 0.3238 4.476 1.544 -8.091
H 2.9802 5.3808 -7.4479 0.106 0.018 0.022
N -3.8009 -1.4089 0.2261 4.072 1.423 5.593
C -6.7911 2.1275 -0.9018 -0.209 -0.435 -0.134
H 4.3703 -3.7559 4.5025 -0.721 0.620 -1.342
C -2.1297 -1.7101 3.5125 1.097 -2.077 -0.298
O 1.3871 4.8049 -4.2086 0.463 1.091 0.722
C -5.0275 -0.2651 3.9431 -0.869 -0.020 1.875
H 6.0377 -5.1848 -2.3203 -0.256 0.059 0.258
O -4.6718 3.3997 0.8747 -3.163 0.087 3.260
H 2.1212 -0.4402 2.4489 -0.524 1.566 0.907
H 2.6403 -5.6262 0.1720 -0.092 0.016 -0.003
C -3.7479 0.4630 3.3136 -1.233 0.150 -0.665
C 5.8379 -7.2736 -2.6851 -0.260 -0.360 0.226
H 1.1173 7.7902 -7.7632 -0.130 0.001 0.029
C 2.6625 -7.7864 0.0208 -0.450 -0.039 -0.071
F -3.1293 -2.7615 3.4665 2.606 2.683 0.738
H 3.5562 5.4813 -4.4265 -0.153 -0.054 -0.155
H 2.4685 -7.9392 1.0887 0.009 -0.044 -0.054
C 3.9945 -3.1756 3.5882 0.967 0.965 -0.412
C 2.2720 -5.5129 4.7594 1.312 0.921 0.159
O 2.6149 -3.4538 3.2383 1.034 -0.212 1.750
C 0.9067 3.9695 -3.1655 -0.253 -0.505 0.162
H -0.1011 2.0574 3.1007 -0.245 -1.723 0.336
H 2.4394 -6.2333 -1.4680 -0.055 -0.061 0.105
H 4.1335 4.3444 -6.5806 0.035 0.163 0.077
H -4.5259 -2.0035 5.4187 -0.265 1.651 -0.261
H -3.2595 6.6581 0.0811 -0.201 -0.005 -0.076
O -5.6484 -1.2739 3.1129 0.492 -0.055 0.697
H -7.4459 5.3612 -2.8715 -0.047 0.099 0.006
O 6.5372 -7.7632 0.1280 0.115 1.284 0.339
H 4.1135 6.6128 -5.6286 -0.276 0.245 0.010
H 0.7611 -4.0421 4.0098 1.966 0.309 0.352
O -7.1493 5.2161 -0.1833 -0.167 -1.692 3.152
H 0.3884 8.5614 -6.3590 -0.017 0.036 -0.050
H 7.7808 -10.4795 1.6649 -0.002 0.031 -0.044
H 1.7775 3.5216 -2.6774 0.102 0.119 -0.149
O -0.7300 5.7349 -4.0778 0.512 4.504 1.237
H 0.6316 2.2196 -4.3905 0.028 -0.003 0.123
H 7.1557 -6.1333 -1.3787 -0.147 -0.167 -0.002
H -8.6950 3.0548 -1.3420 0.060 -0.100 0.053
C -8.2586 2.3764 -0.6043 -0.082 0.105 0.040
H 2.9513 -5.9185 3.9169 -1.347 0.313 1.290
P 0.6177 6.2069 -4.6539 1.407 -8.740 -3.595
H 2.3961 4.1742 -6.3173 0.102 0.095 0.087
H -5.8186 -2.1035 3.6334 0.495 1.401 -0.636
H 4.2418 -1.0620 2.8263 0.025 -0.617 1.413
H -3.3905 5.3286 1.2155 -0.063 -0.111 -0.162
C -0.5707 6.7112 -6.9478 -0.189 0.103 -0.329
H -2.5310 5.1980 -1.7329 0.092 0.056 0.079
C 2.1752 -6.4192 -0.4237 0.065 0.119 -0.018
H -8.3839 2.8455 0.3779 -0.049 -0.045 -0.011
C -7.0448 6.3715 -1.0097 0.083 1.160 -0.151
O 0.2485 5.8052 -6.2205 -0.475 1.055 -0.102
C -0.4903 1.0058 3.3713 -0.588 0.283 0.499
N 0.0834 -0.4823 0.0035 -4.222 2.780 4.942
P 5.1174 -7.0848 0.6591 2.366 -7.202 -5.303
O 3.2083 -1.0958 4.7071 1.219 1.131 -0.880
O -4.8157 5.4048 -0.3048 -0.780 0.352 1.042
O 0.5348 0.0673 3.7592 -0.274 2.047 -1.323
C -6.7093 6.0500 -2.4538 0.237 -0.454 -0.027
O 4.0472 -7.9676 -0.2493 -0.637 0.589 0.515
C -1.4337 0.5271 2.1584 -0.046 0.154 -1.043
C -2.6500 -0.4802 2.6225 0.907 -0.260 -1.569
H -6.6990 1.5838 -1.8450 0.155 0.143 0.050
H -0.7762 3.2579 -4.3498 0.027 0.120 0.195
H 1.3709 -6.1906 4.9838 1.444 1.139 -0.489
H 6.5412 -7.2718 -3.5217 -0.012 0.170 0.064
F -0.9488 -2.3206 2.9359 -3.170 1.723 1.483
H 8.4420 -8.2727 0.6309 -0.109 0.113 -0.142
H -5.7336 5.5723 -2.5572 -0.070 0.106 0.098
H 4.8223 -7.1997 -3.0784 0.062 0.074 -0.048
C -0.6319 -0.0250 0.8759 2.971 -1.762 -1.975
C 7.1458 -9.9455 0.9544 -0.140 -0.167 -0.079
H -6.7004 6.9635 -3.0537 -0.104 0.025 0.148
C 0.0384 2.8642 -3.7371 -0.118 -0.085 -0.150
H -2.7745 3.7549 -0.7743 -0.031 0.066 0.205
H -1.4940 4.8983 -0.3235 -0.022 0.044 -0.022
F -1.7828 -1.3877 4.8522 -1.284 -0.832 -3.354
C 0.1635 7.9997 -7.2721 0.111 0.075 0.027
C -3.4855 5.5904 0.1586 0.537 -0.064 -0.071
H 1.8696 -3.3186 5.2921 0.325 -0.889 -1.623
H 6.1014 -10.1727 1.1810 0.091 0.166 0.141
H 1.9355 1.4519 2.7790 -0.566 -1.530 0.325
H -8.8202 1.4400 -0.6069 0.070 0.019 0.025
C 6.1289 -6.1151 -1.7499 0.958 0.303 -0.465
H -0.8579 6.2132 -7.8771 0.060 -0.119 0.145
H 2.9473 -5.4330 5.6971 -1.159 -0.486 -1.412
H 7.3832 -8.0565 2.0108 -0.159 -0.116 -0.118
H -5.7731 -0.8010 6.0463 1.586 -0.069 -1.153
O 5.2011 -6.0102 -0.6750 -0.956 1.307 3.098
H -5.8339 0.5629 4.0932 1.545 -1.133 -0.348
H -6.3536 7.0987 -0.5784 0.046 -0.192 -0.108
C 1.8692 -3.9982 4.3564 -2.049 -0.714 0.464
C -2.5127 4.8141 -0.7098 -0.007 -0.139 -0.213
H -0.4386 8.6373 -7.9229 -0.013 -0.034 0.052
C 1.8356 0.3905 3.1984 1.966 -0.742 0.992
C 7.4259 -8.4546 0.9941 0.184 -0.420 0.177
C 3.1946 4.8969 -6.4931 -0.482 -0.109 -0.108
H -4.1458 1.1887 2.4849 0.841 -1.426 1.312
H 3.8063 0.9766 4.3126 -1.067 -1.155 0.014
H -3.9709 -0.3515 6.0253 -1.264 -0.712 -1.014
H -0.3895 2.2535 -2.9388 0.051 0.002 -0.032
H 5.3092 -1.4132 4.3189 -1.439 -0.306 -0.605
H 0.3836 4.5475 -2.3994 -0.058 -0.040 -0.208
H 2.2913 0.6644 5.3687 1.167 -0.619 -1.509
H -6.3349 1.5126 -0.1176 0.015 -0.011 -0.094
C 4.2740 -1.5835 3.8481 -0.661 -0.980 -0.575
H -1.4878 6.9183 -6.3843 0.014 -0.054 -0.048
H -3.3194 1.1628 4.1345 -0.387 -1.482 -1.375
O 5.0379 -7.9909 1.8966 -1.011 4.268 1.324
```
Positions in Å, forces in eV/Å.

* structure (SMILES): CCOCCOCCOC[C@@H](C#N)[C@](C#N)(C[C@H](C)O)C(F)(F)F.CCOP(=O)(OCC)OCC.CCOP(=O)(OCC)OCC.CCOP(=O)(OCC)OCC
* charge: 0
* LUMO: -1.9 eV